{"formula": "C20H24NOS", "method": "wB97M-V/def2-TZVPD", "symbols": ["S", "O", "N", "C", "C", "C", "C", "C", "C", "C", "C", "C", "C", "C", "C", "C", "C", "C", "C", "C", "C", "C", "C", "H", "H", "H", "H", "H", "H", "H", "H", "H", "H", "H", "H", "H", "H", "H", "H", "H", "H", "H", "H", "H", "H", "H", "H"], "positions_angstrom": [[-0.290, 2.254, -0.355], [-0.191, 0.177, 1.680], [3.064, -0.897, -0.602], [-1.560, 3.733, 3.260], [0.525, -1.980, -1.650], [-1.246, 3.640, 1.855], [-3.442, -0.746, -1.968], [-2.827, -1.048, -0.740], [-1.816, -0.199, -0.239], [2.744, -0.878, -2.020], [-2.240, 1.355, -2.069], [1.877, -2.093, -2.398], [-0.799, 2.424, 1.347], [-0.960, 1.430, 3.554], [3.965, 0.231, -0.192], [-1.531, 1.053, -0.891], [-0.395, -1.992, 0.789], [-3.162, 0.484, -2.586], [-1.159, -0.685, 1.042], [0.837, -1.984, -0.154], [-1.392, 2.650, 4.100], [1.807, -0.849, 0.170], [-0.664, 1.329, 2.186], [-1.571, 2.746, 5.190], [-1.448, 4.495, 1.198], [3.906, 0.420, 0.904], [2.030, -0.865, 1.225], [-0.091, -2.400, 1.798], [1.710, -2.109, -3.455], [4.996, 0.000, -0.411], [-1.931, -0.878, 1.780], [1.287, 0.084, -0.057], [-4.153, -1.473, -2.453], [-0.148, -2.794, -1.878], [-2.083, 2.296, -2.588], [-0.798, 0.568, 4.204], [3.650, -0.852, -2.593], [-1.062, -2.741, 0.385], [3.485, -1.767, -0.388], [-1.791, 4.716, 3.674], [3.718, 1.172, -0.704], [0.021, -1.040, -1.959], [2.384, -3.014, -2.095], [-3.673, 0.828, -3.506], [-3.083, -1.900, -0.177], [2.163, 0.027, -2.269], [1.335, -2.929, 0.057]], "atomic_forces_ev_per_a": [[-0.8, -0.4, 0.1], [0.0, -1.2, -0.7], [-0.4, 1.8, 0.6], [0.8, 0.7, -1.6], [0.5, 0.6, -0.1], [-0.8, -0.1, 1.5], [-0.4, -0.3, -0.1], [0.7, 1.9, -1.5], [-0.2, 1.6, -0.3], [-1.0, -0.3, -1.9], [0.7, 0.2, 0.8], [-0.5, 0.4, 1.2], [0.0, 0.9, -0.2], [0.1, 0.1, -0.2], [0.3, 0.6, 0.9], [-0.3, -1.2, 0.0], [0.7, -0.4, 1.1], [-0.7, -0.6, -0.8], [0.9, -0.3, -0.2], [-0.2, 0.3, 0.1], [0.1, -0.5, 0.2], [-1.6, 0.0, 0.6], [-0.6, 0.8, 1.6], [0.1, -0.1, -0.9], [0.4, -0.4, 0.3], [-0.2, -0.4, -0.8], [0.3, 0.1, 0.3], [-0.1, 0.5, -0.9], [0.1, 0.0, -0.7], [0.2, -0.3, -0.3], [-0.3, -0.1, 0.1], [0.5, 0.2, 0.0], [0.7, 1.0, 0.7], [-0.1, -0.3, -0.2], [0.1, 0.0, 0.2], [-0.1, 0.2, -0.3], [0.6, 0.0, -0.2], [-0.3, -0.1, -0.1], [0.9, -1.2, 0.3], [-0.2, -0.4, -0.2], [-0.3, -0.6, 0.0], [0.2, -0.5, 0.2], [0.0, -0.1, -0.2], [0.2, -0.7, 0.6], [-0.3, -1.0, 0.4], [0.4, -0.1, 0.5], [0.2, -0.3, 0.0]], "charge": 1, "e_above_lowest_kcal_mol": 3.06, "smiles": "C[N@@H+]1CCC[C@H](C[C@H]2Oc3ccccc3Sc3ccccc32)C1"}



{"formula": "C22H27N3O6", "method": "wB97M-V/def2-TZVPD", "symbols": ["O", "O", "O", "O", "O", "O", "N", "N", "N", "C", "C", "C", "C", "C", "C", "C", "C", "C", "C", "C", "C", "C", "C", "C", "C", "C", "C", "C", "C", "C", "C", "H", "H", "H", "H", "H", "H", "H", "H", "H", "H", "H", "H", "H", "H", "H", "H", "H", "H", "H", "H", "H", "H", "H", "H", "H", "H", "H"], "positions_angstrom": [[3.350, 1.970, -1.764], [5.289, 1.921, 1.009], [0.087, -2.095, 0.278], [2.078, 0.472, -2.641], [1.087, 3.346, 0.313], [-3.173, 1.313, -0.935], [-1.826, -0.480, -0.539], [3.047, 1.719, 1.033], [3.006, 0.823, -1.943], [1.058, -3.038, 0.680], [3.772, -0.215, -1.300], [5.173, -1.004, 0.470], [-2.990, 0.116, -0.928], [-6.123, -1.369, 0.935], [-0.435, 1.482, -0.114], [4.636, -2.448, -1.376], [1.153, -3.183, 2.196], [0.138, 4.298, -0.137], [1.590, -0.215, 0.731], [-5.448, -0.319, -1.292], [0.779, 2.023, 0.283], [-0.634, 0.110, -0.119], [-5.914, -0.082, 0.145], [4.398, 0.014, -0.074], [1.811, 1.158, 0.679], [3.877, -1.441, -1.942], [4.293, 1.314, 0.679], [0.385, -0.754, 0.319], [5.292, -2.224, -0.175], [-0.925, 4.612, 0.911], [-4.035, -0.893, -1.379], [-0.321, 3.965, -1.073], [-6.809, -2.031, 0.409], [1.452, -2.248, 2.661], [-3.809, -1.141, -2.420], [-0.452, 4.936, 1.835], [2.993, 2.679, 1.355], [-3.952, -1.808, -0.792], [3.368, -1.580, -2.884], [4.724, -3.401, -1.874], [-6.547, -1.145, 1.911], [-1.566, 5.409, 0.545], [-5.186, -1.897, 1.092], [5.675, -0.824, 1.408], [-6.858, 0.466, 0.112], [-1.777, -1.490, -0.552], [-5.184, 0.550, 0.655], [-1.538, 3.740, 1.121], [1.881, -3.950, 2.444], [0.186, -3.471, 2.600], [-6.143, -0.997, -1.793], [5.897, -3.003, 0.263], [0.737, 5.190, -0.340], [-5.458, 0.635, -1.822], [2.036, -2.793, 0.247], [-1.245, 2.105, -0.450], [0.716, -3.981, 0.242], [2.383, -0.845, 1.097]], "atomic_forces_ev_per_a": [[0.1, 0.3, 0.0], [0.2, 0.0, 0.0], [-0.3, 0.4, -0.1], [-0.2, 0.0, -0.2], [0.2, -0.2, 0.1], [-0.1, 0.3, 0.0], [0.2, -0.4, 0.0], [-0.2, 0.5, 0.4], [-0.3, 0.2, -0.4], [0.3, -0.4, 0.2], [0.8, -0.9, 0.6], [-0.1, 0.1, -0.1], [0.0, -0.6, 0.0], [0.0, 0.2, -0.1], [0.0, 0.2, 0.0], [0.0, 0.1, 0.1], [-0.1, 0.2, -0.4], [-0.3, 0.4, 0.0], [-0.3, 0.0, 0.1], [0.2, 0.1, 0.2], [0.4, -0.5, 0.1], [0.4, 0.0, 0.2], [0.0, -0.2, -0.1], [0.1, 0.1, -0.5], [-0.5, 0.1, -0.1], [-0.1, 0.3, -0.1], [0.0, -0.1, 0.1], [-0.1, 0.2, -0.1], [0.0, 0.0, 0.0], [0.3, -0.2, -0.2], [-0.4, 0.3, -0.1], [0.1, 0.0, 0.0], [-0.1, -0.1, 0.0], [0.1, 0.1, 0.1], [0.1, -0.1, 0.0], [0.0, 0.1, 0.1], [0.2, -0.1, 0.0], [0.1, -0.1, 0.0], [0.0, 0.0, 0.0], [0.0, -0.1, -0.1], [0.0, -0.1, 0.1], [-0.1, 0.1, 0.0], [0.1, -0.1, 0.0], [0.0, 0.0, 0.1], [0.0, 0.1, 0.0], [-0.2, 0.1, 0.0], [-0.1, 0.1, 0.0], [-0.1, 0.0, 0.0], [0.1, -0.1, 0.1], [-0.1, 0.0, 0.1], [0.0, 0.0, -0.1], [0.1, -0.1, 0.0], [-0.1, -0.1, -0.1], [0.0, -0.1, -0.1], [-0.1, 0.0, 0.0], [0.0, 0.0, 0.0], [0.1, 0.1, 0.0], [0.0, -0.1, 0.1]], "e_above_lowest_kcal_mol": 76.59, "smiles": "CCCCC(=O)Nc1cc(OCC)c(NC(=O)c2ccccc2[N+](=O)[O-])cc1OCC"}



{"formula": "C11H23Br2NO6Si2", "method": "wB97M-V/def2-TZVPD", "symbols": ["Br", "Br", "Si", "Si", "O", "O", "O", "O", "O", "O", "N", "C", "C", "C", "C", "C", "C", "C", "C", "C", "C", "C", "H", "H", "H", "H", "H", "H", "H", "H", "H", "H", "H", "H", "H", "H", "H", "H", "H", "H", "H", "H", "H", "H", "H"], "positions_angstrom": [[-2.844, 4.002, 2.111], [-3.490, 1.915, -2.173], [-1.311, 1.311, 0.215], [-1.435, 0.451, 2.982], [0.208, 1.034, 3.074], [0.231, -0.842, -0.837], [-0.141, -5.918, 0.613], [-2.051, 0.253, 1.377], [2.225, -0.234, -2.079], [2.934, 2.285, -2.462], [0.336, 3.481, 4.046], [4.143, 1.471, -2.299], [-3.593, 3.216, 0.449], [0.150, 2.375, 3.579], [-4.786, 2.134, 0.713], [3.649, -0.038, -1.890], [0.615, -4.999, 0.354], [-0.694, 0.199, -1.260], [-2.498, 2.610, -0.562], [1.588, -0.376, -0.785], [0.339, -3.600, 0.835], [1.863, -5.218, -0.460], [4.829, 1.913, -1.476], [-5.571, 2.331, -0.119], [-0.140, 2.039, 0.694], [-4.109, 4.086, -0.119], [-1.819, 3.467, -0.953], [-5.324, 2.313, 1.705], [-2.253, 1.379, 3.793], [-1.450, -0.838, 3.713], [2.625, 2.052, -3.377], [4.276, -0.773, -2.527], [1.934, -6.272, -0.737], [3.993, -0.183, -0.797], [-0.592, -3.591, 1.407], [1.722, 0.618, -0.223], [1.151, -3.262, 1.482], [2.187, -1.187, -0.210], [2.743, -4.952, 0.130], [-1.652, -0.332, -1.643], [1.823, -4.618, -1.371], [4.731, 1.431, -3.292], [-0.325, 0.844, -2.135], [0.230, -2.928, -0.020], [-4.436, 1.050, 0.559]], "atomic_forces_ev_per_a": [[0.0, -0.6, -1.0], [0.6, 0.4, 0.7], [-0.6, -1.5, -1.5], [-1.0, -0.8, -0.6], [-1.6, 4.1, 1.5], [1.6, 1.7, -0.8], [0.4, 0.5, -0.2], [2.3, 2.0, 1.2], [0.8, -0.3, 1.0], [1.4, -0.7, -1.1], [-1.3, -5.8, -2.5], [-0.6, -0.5, -0.2], [-1.9, -0.4, -2.0], [2.1, 1.6, 0.9], [-0.3, 0.5, -0.7], [1.6, 0.4, 0.1], [-0.6, -0.6, 0.3], [-1.6, 0.1, -0.5], [0.0, 1.5, 0.9], [0.8, -0.6, 1.2], [-0.3, -0.1, 0.1], [0.0, -0.4, -0.1], [-1.4, -0.6, -1.4], [1.3, -0.4, 1.4], [0.0, 0.2, 0.5], [1.1, -1.2, 1.2], [-1.2, -1.4, 0.6], [1.0, -0.4, -1.3], [0.2, 0.1, -0.4], [0.2, 0.0, -0.5], [0.2, 0.4, 1.4], [-1.4, 0.9, 0.9], [0.0, 0.1, 0.1], [-0.9, 0.0, -1.6], [0.1, 0.0, -0.1], [-0.6, -1.2, -0.7], [0.1, 0.1, -0.2], [-1.2, 1.2, -0.8], [0.0, 0.2, -0.1], [1.7, 0.7, 0.5], [0.1, 0.1, 0.1], [-0.8, 0.1, 1.6], [-0.2, -1.0, 1.2], [0.2, 0.1, 0.1], [-0.4, 1.7, 0.6]]}



{"formula": "C6H6Si", "method": "wB97M-V/def2-TZVPD", "symbols": ["Si", "C", "C", "C", "C", "C", "C", "H", "H", "H", "H", "H", "H"], "positions_angstrom": [[-0.329, -0.044, -1.036], [1.535, 0.125, -0.693], [-1.563, 2.368, 0.514], [-1.419, -2.420, 0.538], [-1.099, 1.395, -0.070], [1.973, 0.049, 0.550], [-0.949, -1.511, -0.151], [1.415, -0.270, 1.343], [-2.002, 3.152, 1.049], [2.314, 0.234, -1.539], [-0.950, -0.171, -2.383], [3.076, 0.111, 0.694], [-2.002, -3.018, 1.184]], "atomic_forces_ev_per_a": [[-0.2, 0.8, 1.1], [0.2, 0.0, -2.4], [1.1, -2.5, -1.4], [0.9, 2.7, -1.7], [-0.5, 1.1, 0.1], [3.1, 0.0, -1.9], [-1.0, -2.4, 1.7], [-1.6, -0.3, 2.1], [-0.3, 0.7, 0.4], [-1.4, 0.1, 1.4], [0.6, 0.3, 0.1], [-0.9, 0.1, 0.2], [0.0, -0.6, 0.2]], "e_above_lowest_kcal_mol": 0.82, "smiles": "C#C[SiH](C#C)C=C"}



{"formula": "C2H3BrOS", "method": "wB97M-V/def2-TZVPD", "symbols": ["Br", "S", "O", "C", "C", "H", "H", "H"], "positions_angstrom": [[-2.346, -1.187, -1.313], [-1.979, -0.012, 0.461], [2.108, -0.522, 0.098], [0.180, 0.694, 0.446], [0.997, -0.335, -0.231], [0.470, -1.075, -0.905], [0.195, 1.668, -0.070], [0.375, 0.770, 1.516]], "atomic_forces_ev_per_a": [[0.2, 0.0, -0.3], [2.7, 1.2, 0.5], [2.8, -0.2, 0.4], [-3.0, 0.1, -0.4], [-2.7, -1.5, -0.3], [0.3, 0.9, 0.0], [-0.3, -0.5, 0.3], [-0.1, 0.0, -0.2]], "e_above_lowest_kcal_mol": 33.85}



{"formula": "C22H31NPSe4Y", "method": "wB97M-V/def2-TZVPD", "symbols": ["Y", "Se", "Se", "Se", "Se", "P", "N", "C", "C", "C", "C", "C", "C", "C", "C", "C", "C", "C", "C", "C", "C", "C", "C", "C", "C", "C", "C", "C", "C", "H", "H", "H", "H", "H", "H", "H", "H", "H", "H", "H", "H", "H", "H", "H", "H", "H", "H", "H", "H", "H", "H", "H", "H", "H", "H", "H", "H", "H", "H", "H"], "positions_angstrom": [[-1.084, 1.717, 1.481], [-3.073, 3.875, 2.152], [-1.734, 4.104, 0.231], [-1.434, 3.451, 3.815], [-1.685, 1.133, 4.147], [-1.998, -0.760, 0.240], [0.522, 0.693, 0.348], [3.353, 2.787, 1.513], [0.678, -0.525, -0.280], [1.914, -0.974, -0.779], [0.947, 2.299, -2.001], [0.949, -3.082, -1.498], [1.110, -4.439, -2.135], [2.770, 3.449, -0.704], [3.556, 3.629, 0.430], [-0.272, -2.640, -1.018], [-1.488, -2.374, 2.409], [-3.195, -1.774, -2.181], [-0.434, -1.383, -0.428], [-2.629, -2.010, 1.458], [2.217, 0.855, 2.663], [1.788, 2.473, -0.766], [-3.019, 0.696, -1.852], [-3.224, -0.650, -1.149], [1.587, 1.636, 0.346], [2.035, -2.216, -1.369], [4.586, 4.726, 0.484], [-3.307, -3.262, 0.907], [2.383, 1.790, 1.490], [-3.988, -1.611, -2.914], [-0.986, -1.488, 2.806], [2.178, -0.184, 2.331], [1.536, -4.356, -3.136], [5.389, 4.481, 1.178], [0.152, -4.951, -2.221], [-3.741, 0.815, -2.663], [-3.343, -2.759, -1.744], [5.023, 4.904, -0.499], [2.783, -0.332, -0.689], [-4.197, -0.641, -0.645], [1.298, 1.044, 3.228], [4.135, 5.664, 0.818], [-1.129, -3.295, -1.115], [1.777, -5.075, -1.548], [-0.739, -2.980, 1.897], [-3.374, -1.441, 2.024], [-2.018, 0.746, -2.289], [-3.681, -3.864, 1.739], [-3.134, 1.543, -1.173], [2.922, 4.096, -1.562], [1.223, 3.028, -2.762], [-2.607, -3.883, 0.346], [-2.244, -1.776, -2.715], [-4.155, -3.023, 0.267], [-0.113, 2.426, -1.771], [-1.874, -2.946, 3.255], [3.006, -2.528, -1.739], [1.068, 1.297, -2.418], [3.044, 0.968, 3.363], [3.970, 2.900, 2.398]], "atomic_forces_ev_per_a": [[0.3, -0.1, -0.2], [0.0, 0.0, -0.1], [0.0, 0.0, 0.0], [0.1, -0.1, 0.1], [0.0, 0.0, 0.0], [-0.1, 0.0, 0.1], [-0.1, 0.0, 0.1], [0.0, 0.0, 0.0], [0.0, 0.0, 0.0], [0.0, 0.0, 0.0], [0.0, 0.0, 0.0], [0.0, 0.0, 0.0], [0.0, 0.1, 0.0], [0.0, 0.0, 0.0], [0.0, 0.0, 0.0], [0.0, 0.0, 0.0], [0.0, 0.0, 0.0], [0.0, 0.0, 0.0], [0.0, 0.0, 0.0], [0.0, 0.0, 0.0], [0.0, 0.1, 0.0], [0.0, 0.0, 0.0], [0.0, 0.0, 0.0], [0.1, 0.0, 0.0], [0.0, 0.0, 0.0], [0.0, 0.0, 0.0], [0.0, 0.0, 0.0], [0.0, 0.0, 0.0], [0.0, -0.1, 0.1], [0.0, 0.0, 0.0], [0.0, 0.0, 0.0], [0.0, 0.0, 0.0], [0.0, 0.0, 0.0], [0.0, 0.0, 0.0], [0.0, 0.0, 0.0], [0.0, 0.0, 0.0], [0.0, 0.0, 0.0], [0.0, 0.0, 0.0], [0.0, 0.0, 0.0], [0.0, 0.0, 0.0], [0.0, 0.0, 0.0], [0.0, 0.0, 0.0], [0.0, 0.0, 0.0], [0.0, 0.0, 0.0], [0.0, 0.0, 0.0], [0.0, 0.0, 0.0], [0.0, 0.0, 0.0], [0.0, 0.0, 0.0], [0.0, 0.0, 0.0], [0.0, 0.0, 0.0], [0.0, 0.0, 0.0], [0.0, 0.0, 0.0], [0.0, 0.0, 0.0], [0.0, 0.0, 0.0], [0.0, 0.0, 0.0], [0.0, 0.0, 0.0], [0.0, 0.0, 0.0], [0.0, 0.0, 0.0], [0.0, 0.0, 0.0], [0.0, 0.0, 0.0]]}



Number 1: E_HOMO -11.176 eV, frontier orbital gap 8.67 eV. Number 2: E_HOMO -7.605 eV, frontier orbital gap 7.14 eV. Number 3: E_HOMO -9.497 eV, frontier orbital gap 9.70 eV. Number 4: E_HOMO -10.044 eV, frontier orbital gap 10.92 eV. Number 5: E_HOMO -9.218 eV, frontier orbital gap 8.57 eV. Number 6: E_HOMO -7.529 eV, frontier orbital gap 7.17 eV.